Record 1
# C3H9S

A cluster of 2 separate species, C3H9S in total in a non-equilibrium geometry (the ωB97M-V functional and the def2-TZVPD basis, the Open Molecules 2025 dataset).

Calculated values
Total charge   -1
LUMO level   4.22 eV
Kohn-Sham gap   6.72 eV
ΔE to the lowest compared entry with this formula, charge and spin   0.336 eV
Highest occupied orbital energy   -2.50 eV
Molecular weight   77.2 g mol⁻¹

Atoms and positions in Å:
S  -1.085  0.029  2.921
H  -2.009  0.788  2.301
C  -0.098  -1.280  -0.086
C  -0.227  0.091  -0.754
C  1.055  0.961  -0.747
H  0.955  -1.612  -0.203
H  -0.808  -2.035  -0.423
H  -0.204  -1.112  1.003
H  -0.937  0.695  -0.177
H  -0.708  -0.012  -1.721
H  1.097  1.590  -1.642
H  1.041  1.581  0.146
H  1.929  0.316  -0.619


Record 2
# C3HAgLiO4

A structure of composition C3HAgLiO4 in a non-equilibrium geometry (the ωB97M-V functional and the def2-TZVPD basis, the Open Molecules 2025 dataset).

Calculated values
Spin multiplicity   3
Total charge   +1
LUMO level (alpha / beta)   -4.41 / -6.93 eV
Kohn-Sham gap (alpha / beta)   3.60 / 5.90 eV
ΔE to the lowest compared entry with this formula, charge and spin   0.118 eV
Highest occupied orbital energy (alpha / beta)   -8.02 / -12.83 eV
Molecular weight   215.8 g mol⁻¹

Atoms and positions in Å:
O  2.917  0.774  0.016
C  1.773  1.031  0.032
O  0.749  1.565  0.084
Ag  5.049  1.272  -0.077
O  -0.818  -1.845  0.019
C  -1.637  -0.829  0.349
C  -2.086  0.308  0.244
O  -2.628  1.432  0.062
Li  -3.692  2.739  0.466
H  -1.449  -2.492  -0.381


Record 3
# C3HAlO2

A structure of composition C3HAlO2 in a non-equilibrium geometry (the ωB97M-V functional and the def2-TZVPD basis, the Open Molecules 2025 dataset).

Calculated values
Total charge   +2
LUMO level (alpha / beta)   -14.05 / -14.91 eV
Kohn-Sham gap (alpha / beta)   9.44 / 6.03 eV
ΔE to the lowest compared entry with this formula, charge and spin   0.000 eV
Highest occupied orbital energy (alpha / beta)   -23.49 / -20.94 eV
Molecular weight   96.0 g mol⁻¹

Atoms and positions in Å:
C  0.264  -1.689  -0.237
H  0.670  -2.553  -0.745
C  -0.018  -0.726  0.482
O  -1.893  0.171  -0.464
C  -0.852  0.481  0.138
Al  1.638  0.556  -0.133
O  -0.070  1.456  -0.133


Record 4
# C3HBaO3

A structure of composition C3HBaO3 in a non-equilibrium geometry (the ωB97M-V functional and the def2-TZVPD basis, the Open Molecules 2025 dataset).

Calculated values
Spin multiplicity   2
LUMO level (alpha / beta)   -0.70 / -0.88 eV
Kohn-Sham gap (alpha / beta)   5.22 / 5.72 eV
ΔE to the lowest compared entry with this formula, charge and spin   1.105 eV
Highest occupied orbital energy (alpha / beta)   -5.92 / -6.60 eV
Molecular weight   222.4 g mol⁻¹

Atoms and positions in Å:
O  0.063  -0.942  -0.572
C  -1.316  -0.937  -0.330
H  -1.887  -1.677  -0.883
C  -1.816  0.222  0.123
O  -1.040  1.241  0.272
C  0.575  0.239  -0.192
O  1.589  0.159  0.530
Ba  3.831  1.695  1.053


Record 5
# C3HBeFO2

A structure of composition C3HBeFO2 in a non-equilibrium geometry (the ωB97M-V functional and the def2-TZVPD basis, the Open Molecules 2025 dataset).

Calculated values
LUMO level (alpha / beta)   -0.88 / -1.20 eV
Kohn-Sham gap (alpha / beta)   6.92 / 7.28 eV
ΔE to the lowest compared entry with this formula, charge and spin   5.454 eV
Highest occupied orbital energy (alpha / beta)   -7.80 / -8.48 eV
Molecular weight   97.0 g mol⁻¹

Atoms and positions in Å:
C  -0.219  0.862  0.075
C  -0.383  -0.140  -0.819
O  0.012  -1.428  -0.407
C  0.562  -1.645  0.772
O  0.365  0.643  1.211
F  -1.119  1.867  0.093
H  -1.139  -0.140  -1.596
Be  1.922  -0.019  0.672


Record 6
# C3HBr2N3O2

A structure of composition C3HBr2N3O2 in a non-equilibrium geometry (the ωB97M-V functional and the def2-TZVPD basis, the Open Molecules 2025 dataset).

Calculated values
LUMO level   -2.83 eV
Kohn-Sham gap   8.06 eV
ΔE to the lowest compared entry with this formula, charge and spin   1.520 eV
Highest occupied orbital energy   -10.89 eV
Molecular weight   270.9 g mol⁻¹

Atoms and positions in Å:
C  -0.413  -0.010  0.237
C  -2.367  0.754  0.481
C  -0.617  1.320  -0.400
N  -1.487  -0.279  0.872
N  -1.921  1.682  -0.301
N  0.048  1.639  -1.656
O  -0.397  2.558  -2.265
O  0.938  0.888  -1.907
Br  -4.030  0.669  1.209
Br  0.777  2.487  0.980
H  0.325  -0.737  0.372


Record 7
# C3HCl2N2

A structure of composition C3HCl2N2 in a non-equilibrium geometry (the ωB97M-V functional and the def2-TZVPD basis, the Open Molecules 2025 dataset).

Calculated values
Spin multiplicity   3
Total charge   +1
LUMO level (alpha / beta)   -8.20 / -9.63 eV
Kohn-Sham gap (alpha / beta)   6.71 / 7.08 eV
ΔE to the lowest compared entry with this formula, charge and spin   0.000 eV
Highest occupied orbital energy (alpha / beta)   -14.90 / -16.72 eV
Molecular weight   136.0 g mol⁻¹

Atoms and positions in Å:
C  1.009  -0.601  0.028
C  0.676  0.875  -0.031
C  -1.004  -0.271  0.051
N  -0.686  0.964  -0.004
N  -0.115  -1.249  0.094
Cl  1.670  2.160  -0.085
Cl  -3.525  -0.803  -0.090
H  1.977  -1.075  0.036


Record 8
# C3HCl3

The molecule C3HCl3 (the ωB97M-V functional and the def2-TZVPD basis, the Open Molecules 2025 dataset).

Calculated values
SMILES   C#CC(Cl)(Cl)Cl
LUMO level   0.63 eV
Kohn-Sham gap   11.58 eV
ΔE to the lowest compared entry with this formula, charge and spin   0.000 eV
Highest occupied orbital energy   -10.95 eV
Molecular weight   143.4 g mol⁻¹

Atoms and positions in Å:
C  -0.616  -0.038  -0.591
C  0.430  0.022  0.405
C  1.298  0.078  1.234
H  2.060  0.152  1.990
Cl  -2.155  -0.533  0.171
Cl  -0.832  1.551  -1.362
Cl  -0.183  -1.231  -1.847


Record 9
# C3HCl3N2

A structure of composition C3HCl3N2 in a non-equilibrium geometry (the ωB97M-V functional and the def2-TZVPD basis, the Open Molecules 2025 dataset).

Calculated values
LUMO level   -0.81 eV
Kohn-Sham gap   10.12 eV
ΔE to the lowest compared entry with this formula, charge and spin   0.415 eV
Highest occupied orbital energy   -10.93 eV
Molecular weight   171.4 g mol⁻¹

Atoms and positions in Å:
C  -0.551  0.832  -1.361
C  -0.579  0.091  -0.175
C  0.908  -0.107  0.433
N  -0.681  1.303  -2.366
N  -1.582  -0.537  0.209
Cl  1.975  1.259  -0.011
Cl  0.696  -0.399  2.154
Cl  1.553  -1.586  -0.101
H  -1.739  -0.857  1.217


Record 10
# C3HCl3O

The molecule C3HCl3O in a non-equilibrium geometry (the ωB97M-V functional and the def2-TZVPD basis, the Open Molecules 2025 dataset).

Calculated values
SMILES   O=C(Cl)/C(Cl)=C/Cl
LUMO level   -0.62 eV
Kohn-Sham gap   9.90 eV
ΔE to the lowest compared entry with this formula, charge and spin   1.009 eV
Highest occupied orbital energy   -10.52 eV
Molecular weight   159.4 g mol⁻¹

Atoms and positions in Å:
C  1.153  0.328  0.121
C  -1.024  -0.636  -0.271
C  -0.322  0.413  0.087
O  1.773  1.294  0.372
Cl  -2.659  -0.755  -0.148
Cl  -1.026  2.013  0.318
Cl  2.474  -1.127  -0.061
H  -0.369  -1.530  -0.418